Molecular formula: C28H27N3O9S
Method: DFT, ωB97M-V/def2-TZVPD

Properties
orbital gap	7.88	eV
electronic energy	-2322.7525	Ha
HOMO energy	-9.17	eV
max |F|	0.0096	Eh/bohr

Geometry (Å):
C 0.6062 0.1688 6.6087
C 0.4367 -0.3749 5.2239
O -0.6068 -0.3761 4.6167
O 1.5742 -0.9049 4.7470
C 1.6656 -1.0818 3.3303
C 2.9774 -0.4533 2.8269
C 2.7060 0.6874 1.8779
C 2.8418 0.6549 0.5168
C 3.3789 -0.5722 -0.1698
C 2.3395 -1.3615 -0.9951
C 2.8750 -2.7436 -1.2799
N 4.0095 -2.7416 -2.1406
O 2.4204 -3.7507 -0.7967
C 2.4941 1.8203 -0.2749
C 2.6243 1.8513 -1.7902
C 1.2771 1.9568 -2.5068
O 0.8432 0.6489 -2.9196
C -0.3986 0.5779 -3.3907
O -1.1921 1.4805 -3.4029
C 2.0599 2.9663 0.3056
C 1.9051 3.0372 1.7062
N 1.4931 4.0766 2.4325
S 1.5156 3.5808 3.9602
N 2.0381 2.0805 3.7887
C 2.2260 1.8869 2.4785
H 0.7156 -0.6799 7.2882
H 1.5032 0.7752 6.6908
H -0.2902 0.7058 6.8994
H 1.6533 -2.1479 3.1064
H 0.8164 -0.6212 2.8327
H 3.5152 -0.0611 3.6887
H 3.6045 -1.2069 2.3649
H 4.2041 -0.2975 -0.8278
H 3.7990 -1.2614 0.5568
H 1.3841 -1.4463 -0.4844
H 2.2086 -0.8787 -1.9638
H 3.7039 -2.6414 -3.1022
H 4.4954 -3.6254 -2.0404
H 3.1534 2.7728 -2.0291
H 3.1814 0.9965 -2.1603
H 1.3516 2.5991 -3.3840
H 0.5297 2.3937 -1.8481
H -0.6340 -0.4184 -3.7790
H 1.8161 3.8323 -0.2969
C -4.6899 -4.1501 4.4421
C -4.0972 -4.8255 3.4618
C -2.7837 -4.3964 2.9147
O -2.2470 -5.0148 2.0204
C -2.1601 -3.1872 3.5046
C -2.7497 -2.5087 4.4851
C -4.0616 -2.9389 5.0315
O -4.6036 -2.3284 5.9280
H -5.6463 -4.4432 4.8565
H -4.5335 -5.7107 3.0166
H -1.2044 -2.8887 3.0923
H -2.3031 -1.6248 4.9203
C -4.2227 3.1853 -8.2038
C -4.7173 2.0519 -7.7147
C -4.1773 1.4527 -6.4665
O -4.6251 0.4157 -6.0261
C -3.0685 2.1659 -5.7826
C -2.5764 3.2994 -6.2764
C -3.1119 3.8994 -7.5227
O -2.6634 4.9325 -7.9719
H -4.5973 3.6414 -9.1114
H -5.5255 1.5139 -8.1938
H -2.6874 1.7185 -4.8730
H -1.7685 3.8369 -5.7958

Atom charges from the Löwdin analysis, given in e for atoms 1 to 8:
1 C 0.026
2 C -0.538
3 O 0.075
4 O -0.005
5 C -0.136
6 C -0.084
7 C -0.111
8 C -0.098